1:
Here is a cluster of 2 separate species, C9H19N2 in total from the Open Molecules 2025 dataset. Energies are from the ωB97M-V functional and the def2-TZVPD basis.

Geometry (Å):
C1 -2.74 0.03 0.45
C2 0.33 1.44 2.29
C3 -2.25 -0.92 -0.27
C4 0.35 1.17 0.99
C5 0.12 2.26 -0.03
C6 -0.33 -0.09 -2.11
C7 2.22 -0.24 0.27
C8 -0.06 -0.73 -0.83
C9 0.62 -0.24 0.41
N1 0.30 -2.05 -0.91
N2 0.23 -1.42 1.41
H1 -3.82 0.00 0.70
H2 -2.10 0.74 1.11
H3 0.65 0.78 3.04
H4 0.21 2.47 2.61
H5 -2.65 -1.71 -0.89
H6 -0.68 1.97 -0.66
H7 1.05 2.40 -0.64
H8 -0.15 3.16 0.55
H9 -1.39 0.40 -2.10
H10 0.39 0.71 -2.23
H11 -0.14 -0.58 -3.08
H12 2.71 -0.99 -0.21
H13 2.45 0.66 -0.33
H14 2.70 -0.06 1.29
H15 -0.28 -2.60 -1.45
H16 1.30 -2.05 -1.32
H17 0.80 -1.48 2.23
H18 0.20 -2.07 0.51
H19 -0.79 -1.08 1.63

Output
Kohn-Sham gap   9.3 eV
Highest occupied orbital energy   -12.36 eV
Net charge   +1

=====

2:
Here is the ion C9H19N2 with charge +1 from the Open Molecules 2025 dataset. Energies are from the ωB97M-V functional and the def2-TZVPD basis.

Geometry (Å):
C1 -0.58 -0.58 -3.46
N1 -0.96 0.27 -2.59
C2 -1.11 0.65 -1.37
N2 -1.50 1.88 -1.06
C3 -0.54 -0.36 0.04
C4 -1.78 -0.39 0.97
C5 -0.28 -1.70 -0.58
C6 0.72 0.28 0.68
C7 0.53 1.51 1.59
C8 1.31 -0.80 1.55
C9 1.84 0.64 -0.32
H1 0.34 -0.35 -3.97
H2 -1.31 -1.24 -3.96
H3 -1.43 2.37 -0.10
H4 -1.70 2.39 -1.83
H5 -1.59 -0.81 1.91
H6 -2.66 -0.88 0.42
H7 -2.14 0.62 1.20
H8 -0.89 -1.98 -1.42
H9 -0.66 -2.39 0.15
H10 0.74 -2.02 -0.73
H11 -0.11 1.41 2.41
H12 1.51 1.56 2.01
H13 0.37 2.39 1.18
H14 2.18 -0.49 2.09
H15 1.65 -1.68 0.97
H16 0.71 -1.24 2.42
H17 1.73 1.68 -0.41
H18 2.79 0.48 0.13
H19 1.80 0.37 -1.35

Output
SMILES string   C=NC(=[NH2+])C(C)(C)C(C)(C)C
Kohn-Sham gap   9.9 eV
Highest occupied orbital energy   -14.43 eV
Net charge   +1

=====

Relative energy table, unit kJ/mol: 1 245.6; 2 0.0

=====

1:
Here is a structure of composition C40H51N8O3P2ReTe from the Open Molecules 2025 dataset. Energies are from the ωB97M-V functional and the def2-TZVPD basis.

Geometry (Å):
Re1 0.94 0.59 1.49
C1 0.97 0.22 5.06
P1 1.07 1.42 3.71
C2 -0.12 2.71 4.18
C3 2.72 2.17 3.93
C4 3.75 1.13 3.49
P2 3.36 0.49 1.80
C5 4.36 1.58 0.74
C6 4.23 -1.10 1.82
H1 1.24 0.69 6.01
H2 1.64 -0.62 4.87
H3 -0.05 -0.17 5.14
H4 0.11 3.11 5.17
H5 -1.12 2.30 4.19
H6 -0.08 3.52 3.45
H7 2.88 2.50 4.96
H8 2.77 3.06 3.29
H9 3.74 0.28 4.17
H10 4.76 1.53 3.50
H11 5.37 1.65 1.15
H12 3.92 2.57 0.71
H13 4.41 1.17 -0.26
H14 5.24 -0.95 2.21
H15 4.28 -1.51 0.81
H16 3.70 -1.81 2.46
C7 -6.38 -1.54 -0.90
C8 -4.99 -1.03 -1.11
C9 -3.89 -1.73 -0.63
C10 -2.58 -1.30 -0.85
C11 -1.46 -2.17 -0.36
C12 -2.39 -0.11 -1.55
Te1 -0.50 0.64 -2.18
N1 0.87 0.20 -0.77
C13 2.10 0.12 -1.40
O1 3.00 -0.58 -0.95
C14 2.36 0.93 -2.64
C15 2.19 2.31 -2.60
C16 2.52 3.08 -3.71
C17 2.99 2.47 -4.86
C18 3.17 1.09 -4.89
C19 2.87 0.32 -3.78
C20 -0.11 -1.08 -3.37
C21 0.67 -2.12 -2.88
C22 0.91 -3.23 -3.67
C23 0.37 -3.30 -4.95
C24 -0.40 -2.26 -5.43
C25 -0.66 -1.13 -4.65
C26 -1.52 -0.04 -5.21
C27 -3.48 0.65 -2.02
C28 -3.34 1.97 -2.72
C29 -4.76 0.15 -1.80
H17 -6.40 -2.35 -0.17
H18 -6.80 -1.92 -1.83
H19 -7.04 -0.75 -0.54
H20 -4.04 -2.66 -0.09
H21 -1.77 -2.73 0.52
H22 -0.57 -1.60 -0.10
H23 -1.17 -2.90 -1.12
H24 1.81 2.79 -1.71
H25 2.40 4.16 -3.67
H26 3.24 3.06 -5.73
H27 3.55 0.61 -5.79
H28 3.02 -0.75 -3.79
H29 1.11 -2.07 -1.90
H30 1.53 -4.04 -3.29
H31 0.55 -4.17 -5.57
H32 -0.82 -2.31 -6.43
H33 -1.53 -0.08 -6.30
H34 -1.18 0.96 -4.94
H35 -2.56 -0.14 -4.87
H36 -2.62 2.63 -2.23
H37 -4.30 2.49 -2.72
H38 -3.04 1.86 -3.76
H39 -5.60 0.73 -2.16
N2 1.34 6.90 1.57
C30 1.41 5.92 0.97
N3 1.52 4.82 0.24
C31 1.32 3.66 0.68
N4 1.18 2.53 0.97
C32 -4.57 0.39 2.87
N5 -3.38 0.87 2.21
C33 -3.34 1.91 1.21
C34 -1.92 1.80 0.71
O2 -1.45 2.42 -0.22
N6 -1.26 0.85 1.45
C35 -2.17 0.30 2.28
N7 -1.87 -0.70 3.09
H40 -5.34 1.16 2.81
H41 -4.37 0.20 3.93
H42 -4.95 -0.52 2.40
H43 -3.53 2.90 1.63
H44 -4.05 1.71 0.39
H45 -0.97 -1.17 2.91
H46 -2.60 -1.21 3.56
O3 0.60 -1.23 2.30
N8 1.27 -2.43 2.16
C36 1.64 -2.89 0.92
C37 2.07 -4.17 0.79
C38 2.10 -5.06 1.89
C39 1.65 -4.56 3.12
C40 1.22 -3.27 3.26
H47 1.65 -2.14 0.14
H48 2.42 -4.49 -0.19
H49 2.44 -6.08 1.79
H50 1.63 -5.19 4.00
H51 0.86 -2.83 4.17

Output
Spin multiplicity   4
Kohn-Sham gap (spin up / spin down)   5.2 / 7.5 eV
Highest occupied orbital energy (spin up / spin down)   -7.30 / -10.29 eV
Net charge   +1

=====

2:
Here is a structure of composition C40H51N8O3P2ReTe from the Open Molecules 2025 dataset. Energies are from the ωB97M-V functional and the def2-TZVPD basis.

Geometry (Å):
Re1 0.31 0.37 0.38
C1 -1.42 -4.87 -0.36
P1 -1.91 -3.17 0.20
C2 -3.70 -3.59 0.51
C3 -2.18 -2.37 -1.47
C4 -0.89 -2.22 -2.26
P2 0.48 -1.29 -1.41
C5 1.71 -2.58 -1.04
C6 1.24 -0.58 -2.92
H1 -2.00 -5.19 -1.23
H2 -1.62 -5.55 0.47
H3 -0.36 -4.92 -0.59
H4 -4.05 -4.34 -0.19
H5 -4.31 -2.69 0.41
H6 -3.79 -3.97 1.52
H7 -2.59 -1.38 -1.27
H8 -2.91 -2.94 -2.04
H9 -1.10 -1.68 -3.19
H10 -0.49 -3.20 -2.52
H11 2.07 -3.04 -1.96
H12 1.26 -3.33 -0.39
H13 2.54 -2.12 -0.50
H14 1.36 -1.38 -3.66
H15 2.23 -0.17 -2.70
H16 0.61 0.20 -3.33
C7 -6.76 4.38 -3.92
C8 -5.91 3.57 -3.00
C9 -4.84 4.13 -2.32
C10 -4.05 3.39 -1.45
C11 -2.90 4.05 -0.75
C12 -4.35 2.04 -1.25
Te1 -3.16 0.91 0.16
N1 -0.59 -0.51 1.70
C13 -0.72 -0.51 3.03
O1 0.30 -0.44 3.73
C14 -2.06 -0.59 3.66
C15 -3.18 -1.07 2.98
C16 -4.40 -1.15 3.63
C17 -4.51 -0.73 4.94
C18 -3.41 -0.25 5.62
C19 -2.19 -0.17 4.98
C20 -3.71 2.06 1.86
C21 -2.67 2.55 2.64
C22 -2.92 3.29 3.77
C23 -4.24 3.55 4.13
C24 -5.27 3.03 3.38
C25 -5.03 2.26 2.24
C26 -6.17 1.66 1.48
C27 -5.41 1.44 -1.93
C28 -5.80 0.00 -1.77
C29 -6.17 2.22 -2.80
H17 -6.34 5.37 -4.09
H18 -7.76 4.50 -3.50
H19 -6.87 3.87 -4.88
H20 -4.62 5.18 -2.46
H21 -2.69 5.02 -1.19
H22 -2.00 3.43 -0.83
H23 -3.13 4.20 0.30
H24 -3.06 -1.42 1.97
H25 -5.26 -1.54 3.11
H26 -5.47 -0.79 5.45
H27 -3.50 0.08 6.65
H28 -1.30 0.19 5.48
H29 -1.65 2.32 2.35
H30 -2.11 3.68 4.36
H31 -4.45 4.14 5.01
H32 -6.29 3.21 3.68
H33 -7.07 1.60 2.09
H34 -5.90 0.66 1.15
H35 -6.40 2.25 0.59
H36 -5.09 -0.54 -1.15
H37 -5.86 -0.48 -2.75
H38 -6.79 -0.06 -1.31
H39 -6.99 1.76 -3.32
N2 0.82 5.73 4.20
C30 0.93 4.93 3.37
N3 1.12 4.11 2.39
C31 0.77 2.98 2.04
N4 0.51 1.93 1.57
C32 5.08 3.33 -1.25
N5 3.80 2.68 -1.21
C33 2.61 3.20 -1.85
C34 1.56 2.23 -1.34
O2 0.36 2.19 -1.56
N6 2.16 1.32 -0.54
C35 3.47 1.63 -0.44
N7 4.28 0.95 0.34
H40 5.06 4.08 -2.04
H41 5.88 2.62 -1.47
H42 5.30 3.84 -0.30
H43 2.68 3.17 -2.94
H44 2.39 4.22 -1.53
H45 3.81 0.17 0.87
H46 5.25 1.18 0.42
O3 2.72 -0.88 1.40
N8 2.70 -1.26 2.64
C36 2.19 -2.47 2.94
C37 2.13 -2.90 4.24
C38 2.61 -2.09 5.26
C39 3.14 -0.86 4.93
C40 3.19 -0.47 3.61
H47 1.82 -3.03 2.10
H48 1.69 -3.87 4.45
H49 2.55 -2.41 6.29
H50 3.52 -0.19 5.68
H51 3.59 0.48 3.30

Output
Spin multiplicity   4
Kohn-Sham gap (spin up / spin down)   6.7 / 6.2 eV
Highest occupied orbital energy (spin up / spin down)   -9.59 / -9.82 eV
Net charge   +1

=====

Relative energy table, unit kJ/mol: 1 0.0; 2 170.3

=====

1:
Here is a cluster of 4 separate species, C2H11NO4 in total from the Open Molecules 2025 dataset. Energies are from the ωB97M-V functional and the def2-TZVPD basis.

Geometry (Å):
C1 -2.12 -0.54 0.17
N1 -0.73 -0.97 0.19
C2 -0.12 -1.71 -0.76
O1 1.05 -2.01 -0.78
H1 -2.33 0.48 -0.17
H2 -2.62 -1.26 -0.49
H3 -2.57 -0.79 1.13
H4 -0.16 -0.57 0.92
H5 -0.90 -2.04 -1.47
O2 1.34 1.56 0.80
H6 1.72 0.90 0.17
H7 2.12 1.61 1.36
O3 2.76 -0.20 -0.62
H8 2.45 -1.02 -1.08
H9 3.71 -0.27 -0.50
O4 -1.48 2.25 0.05
H10 -0.53 2.01 0.13
H11 -1.60 2.57 0.95

Output
SMILES string   CNC=O.O.O.O
Kohn-Sham gap   10.6 eV
Highest occupied orbital energy   -9.85 eV

=====

2:
Here is a cluster of 4 separate species, C2H11NO4 in total from the Open Molecules 2025 dataset. Energies are from the ωB97M-V functional and the def2-TZVPD basis.

Geometry (Å):
C1 -1.18 0.43 0.09
C2 -0.15 1.24 1.00
N1 0.47 0.36 1.89
O1 0.62 2.00 0.28
H1 -1.63 1.22 -0.52
H2 -0.81 -0.38 -0.54
H3 -1.98 0.05 0.73
H4 1.47 0.57 1.81
H5 -0.75 2.00 1.57
H6 0.36 -2.93 1.38
H7 0.36 -0.67 1.70
O2 0.39 -2.13 0.84
H8 0.61 1.61 -1.19
H9 1.40 1.91 -2.45
O3 0.55 1.54 -2.17
H10 0.13 -2.56 -2.26
H11 0.24 -2.28 -0.62
O4 -0.11 -1.98 -1.54

Output
Kohn-Sham gap   4.6 eV
Highest occupied orbital energy   -9.41 eV

=====

Relative energy table, unit kJ/mol: 1 0.0; 2 671.2